1.
This record from OMol25 describes a gas-phase ion, C11H17N2O2 (charge +1) in a non-equilibrium geometry. The level of theory is ωB97M-V/def2-TZVPD.

Calculated values
Molar mass = 209.269 g/mol
Highest occupied orbital energy (spin up / spin down) = -0.502 / -0.490 hartree
Total charge = +1
Multiplicity = 1
SMILES = O=[N+]=C1CCCC[C@H]1[N+]([O-])=C1CCCC1

Cartesian coordinates (Å):
O: 1.46645 -0.86383 -1.91129
N: 1.09797 -0.40541 -0.89342
C: 1.40889 0.26429 0.12585
C: 2.73991 0.69881 0.35923
C: 2.73957 2.19378 0.44237
C: 1.71585 2.66662 1.47318
C: 0.34228 2.36032 0.95139
C: 0.17024 0.86326 0.88353
N: -0.86369 0.49792 -0.18800
O: -1.19905 1.41230 -0.92810
C: -1.12230 -0.82707 -0.38297
C: -1.28296 -1.94762 0.61463
C: -2.10313 -2.99866 -0.24284
C: -2.71950 -2.27142 -1.46495
C: -1.73785 -1.10480 -1.69397
H: 3.18907 0.26194 1.32463
H: 3.31034 0.30310 -0.40132
H: 3.76095 2.45884 0.74350
H: 2.34725 2.50168 -0.55097
H: 1.76522 2.28877 2.43456
H: 1.86268 3.75002 1.50549
H: -0.56108 2.58858 1.60996
H: 0.28252 2.82561 -0.06877
H: -0.04297 0.50263 1.96450
H: -2.08043 -1.71033 1.35406
H: -0.44158 -2.47924 1.02776
H: -2.73819 -3.51597 0.47858
H: -1.42389 -3.78786 -0.58474
H: -2.73829 -2.92315 -2.34164
H: -3.71682 -1.91477 -1.26438
H: -1.03342 -1.44839 -2.40197
H: -2.39402 -0.23992 -1.97386

Force components x, y, z for each atom (eV/Å):
O 0.689 -0.821 -1.393
N -1.478 -0.364 0.787
C -2.631 -0.090 1.630
C 1.549 -0.483 3.263
C -0.141 -0.284 0.360
C -0.061 1.824 -1.777
C -1.889 0.352 -0.288
C 1.188 -1.224 -0.419
N 0.205 -0.017 2.565
O -0.611 -0.292 -0.617
C 0.240 0.725 -1.038
C -2.080 -0.506 -0.986
C 0.902 -0.604 0.119
C 0.799 -0.768 0.890
C -3.130 0.251 0.801
H -0.865 0.458 -1.153
H 1.706 -0.549 -1.759
H -0.349 0.632 -0.668
H 1.006 0.668 0.484
H 0.949 -0.878 2.057
H -0.331 -0.056 0.388
H 1.388 0.937 -0.847
H -0.472 -0.455 1.091
H 0.223 -0.129 -2.110
H 1.173 0.652 0.118
H 0.515 0.583 0.380
H -0.508 0.127 -0.492
H 0.039 0.235 -0.128
H -0.193 0.084 0.210
H -0.311 0.139 0.060
H 1.107 0.309 -1.062
H 1.372 -0.457 -0.466

Atomic partial charges in e from the Löwdin method, atoms 1 to 4: atom 1 (O): 0.184, atom 2 (N): -0.017, atom 3 (C): -0.175, atom 4 (C): -0.135



2.
This record from OMol25 describes a gas-phase ion, C11H17N2S (charge +1) in a non-equilibrium geometry. The level of theory is ωB97M-V/def2-TZVPD.

Calculated values
Molar mass = 209.338 g/mol
Highest occupied orbital energy = -0.459 hartree
Total charge = +1
Multiplicity = 1
SMILES = CC/[N+](C)=C1/N=CC(C)(C)C=CC1=S

Cartesian coordinates (Å):
C: -3.22476 1.84144 -1.14933
C: -2.94426 0.80624 -0.07086
N: -1.72556 0.88875 0.55606
C: -1.25959 2.11558 1.38369
C: -0.79746 -0.01133 0.48734
N: 0.21246 -0.22650 1.30957
C: 1.29760 -0.80485 1.32751
C: 2.10683 -0.89021 0.04745
C: 2.64326 0.51442 -0.27611
C: 3.22216 -1.87241 0.25249
C: 1.32648 -1.51949 -1.09587
C: 0.07192 -1.86621 -1.20546
C: -1.02444 -1.60559 -0.34034
S: -2.20697 -2.60576 0.15890
H: -2.91388 2.91276 -0.97945
H: -2.77114 1.76349 -2.12215
H: -4.24116 1.80213 -1.44361
H: -2.98778 -0.24545 -0.41321
H: -3.74637 0.89951 0.70917
H: -0.79604 1.82506 2.35379
H: -2.17077 2.84964 1.63806
H: -0.58460 2.65920 0.79454
H: 1.72394 -1.10927 2.26881
H: 3.15355 0.58187 -1.27648
H: 3.41526 0.71954 0.44078
H: 1.87341 1.28486 -0.30677
H: 4.09084 -1.51074 0.76036
H: 3.58477 -2.09067 -0.68574
H: 2.86729 -2.74394 0.74245
H: 2.03073 -1.77710 -1.92990
H: -0.22572 -2.58497 -1.93567

Force components x, y, z for each atom (eV/Å):
C 0.961 1.532 -0.614
C -3.170 -0.476 -1.066
N 4.853 2.254 2.925
C -3.491 0.354 1.129
C -0.987 -4.770 -1.326
N -2.879 1.597 1.137
C 2.089 0.380 -1.726
C -0.396 -0.057 0.077
C 0.438 -0.069 -1.458
C 0.276 0.606 0.944
C 2.264 0.987 -0.615
C -1.182 -0.818 -0.276
C -1.244 2.136 3.014
S 0.950 0.914 -0.623
H -0.686 -1.034 0.863
H 0.915 -1.155 -0.333
H -1.289 0.206 0.291
H -0.495 0.850 -0.251
H 0.684 -0.046 -0.506
H -0.388 -0.230 -0.882
H 1.853 -1.971 -0.753
H 1.011 0.734 -0.765
H 0.066 -0.321 0.333
H -0.506 -0.470 0.811
H 0.211 0.541 0.499
H -0.039 -0.052 0.284
H 0.299 0.573 0.825
H 0.926 -1.029 -2.063
H -0.212 -1.009 0.308
H -0.914 0.060 0.768
H 0.081 -0.217 -0.948

Atomic partial charges in e from the Löwdin method, atoms 1 to 4: atom 1 (C): -0.056, atom 2 (C): -0.237, atom 3 (N): -0.080, atom 4 (C): 0.046



Relative energy (zero: lowest compared OMol25 entry of this formula, charge and spin) for the records above, in order: 6.1907 2.4353 eV